DFT (ωB97M-V/def2-TZVPD) results for 2 unconnected molecules or ions with the total composition C3H4ClF.

Each line ends with the Mulliken charge.
Element x y z (Å)
H -2.80930 -0.08575 0.20913  0.225
H 0.38165 -1.78020 -0.00348  0.523
C 1.62215 0.40434 -0.21046  -0.483
H 2.60402 0.58438 0.33311  0.235
F -0.74623 1.26457 0.66036  -0.221
H 1.85592 0.88828 -1.19667  0.213
C 0.23525 0.35762 0.20313  0.239
C 0.67340 -0.81950 -0.03850  -0.495
Cl -3.81685 -0.81375 0.04338  -0.237

Atomic forces in eV per Å
0.76 0.60 0.14
0.07 -3.25 -0.09
-0.15 -0.01 0.15
-1.42 -0.80 0.22
1.48 -2.15 -0.21
-0.72 -0.75 0.24
-3.41 13.11 1.33
4.10 -6.21 -1.66
-0.70 -0.55 -0.13

HOMO-LUMO gap (spin up / spin down) (eV): 6.25 / 9.19
Multiplicity: 3
E (hartree): -676.459921